{"formula": "C47H41Cl3F6IN8O4RbS2Sb", "method": "ωB97M-V/def2-TZVPD", "e_lumo_ha": [0.1121, 0.0424], "homo_ha": [-0.0897, -0.0896], "relative_energy_kj_mol": 106.38, "s_squared": 0.784, "charge": -2, "spin_multiplicity": 2, "gap_ha": [0.2018, 0.1321], "elements": ["Rb", "C", "C", "C", "C", "C", "C", "C", "C", "N", "C", "O", "C", "C", "C", "C", "C", "N", "C", "O", "N", "C", "C", "C", "C", "C", "C", "C", "C", "H", "H", "H", "H", "H", "H", "H", "H", "H", "H", "H", "H", "H", "H", "H", "H", "H", "H", "H", "H", "H", "O", "N", "C", "C", "C", "C", "C", "S", "H", "H", "H", "H", "F", "Sb", "F", "F", "F", "F", "F", "Cl", "C", "C", "C", "C", "C", "C", "N", "C", "C", "N", "C", "O", "C", "C", "C", "Cl", "S", "C", "C", "C", "Cl", "C", "H", "H", "H", "H", "H", "H", "H", "H", "H", "H", "H", "H", "H", "I", "C", "C", "N", "N", "C", "H", "H", "H"], "positions_angstrom": [[-1.134, 1.747, -0.574], [3.532, 2.609, 1.609], [3.705, 1.457, 0.670], [4.571, 0.419, 0.935], [4.707, -0.639, 0.048], [3.974, -0.641, -1.128], [3.094, 0.382, -1.431], [2.311, 0.390, -2.701], [2.940, 1.455, -0.520], [2.036, 2.444, -0.674], [1.857, 3.262, -1.681], [2.621, 3.393, -2.656], [0.678, 4.183, -1.551], [0.233, 4.853, -2.690], [-0.787, 5.779, -2.567], [-1.289, 6.039, -1.305], [-0.792, 5.314, -0.223], [0.152, 4.393, -0.351], [-1.259, 5.641, 1.172], [-1.432, 6.826, 1.499], [-1.488, 4.585, 1.916], [-1.693, 4.509, 3.250], [-2.837, 3.818, 3.725], [-3.872, 3.358, 2.751], [-2.969, 3.562, 5.075], [-1.995, 3.956, 5.979], [-0.879, 4.643, 5.526], [-0.715, 4.938, 4.185], [0.486, 5.680, 3.687], [4.118, 2.477, 2.518], [2.475, 2.707, 1.857], [3.832, 3.535, 1.119], [5.151, 0.432, 1.850], [5.386, -1.453, 0.273], [4.099, -1.460, -1.830], [2.571, -0.456, -3.336], [2.515, 1.319, -3.235], [1.241, 0.357, -2.478], [0.714, 4.648, -3.637], [-1.159, 6.312, -3.436], [-2.043, 6.789, -1.134], [-4.026, 4.112, 1.983], [-4.816, 3.153, 3.250], [-3.541, 2.444, 2.256], [-3.852, 3.044, 5.425], [-2.111, 3.741, 7.033], [-0.120, 4.953, 6.235], [1.157, 5.937, 4.506], [0.167, 6.594, 3.185], [1.023, 5.083, 2.946], [-1.173, -0.855, -2.010], [-2.191, -1.219, -2.698], [-2.614, -0.453, -3.716], [-3.702, -0.780, -4.489], [-4.392, -1.955, -4.213], [-3.931, -2.764, -3.202], [-2.807, -2.417, -2.448], [-2.156, -3.458, -1.281], [-2.026, 0.441, -3.875], [-4.005, -0.121, -5.286], [-5.263, -2.238, -4.784], [-4.411, -3.700, -2.961], [-3.471, 1.366, 0.059], [-4.524, 2.271, -1.264], [-6.064, 2.286, -0.140], [-5.017, 0.565, -1.968], [-5.526, 3.083, -2.679], [-2.925, 2.367, -2.381], [-4.076, 3.992, -0.584], [1.945, -10.527, -0.049], [1.860, -8.800, -0.076], [0.953, -8.165, -0.908], [0.905, -6.783, -0.920], [1.765, -6.025, -0.135], [1.689, -4.514, -0.178], [0.725, -4.007, 0.920], [1.030, -2.660, 1.284], [1.867, -2.272, 2.296], [1.905, -0.911, 2.248], [1.122, -0.462, 1.231], [0.620, -1.526, 0.666], [1.169, -4.050, -1.392], [2.069, -4.106, -2.472], [1.316, -3.748, -3.714], [1.291, -4.486, -4.857], [2.111, -5.965, -5.129], [0.317, -3.771, -6.100], [-0.086, -2.469, -5.035], [0.506, -2.588, -3.827], [2.651, -6.693, 0.705], [3.709, -5.804, 1.745], [2.707, -8.077, 0.745], [0.290, -8.742, -1.531], [0.195, -6.261, -1.544], [2.694, -4.087, -0.006], [0.786, -4.649, 1.804], [-0.281, -4.056, 0.493], [2.346, -2.977, 2.946], [2.441, -0.227, 2.879], [-0.038, -1.522, -0.180], [2.507, -5.113, -2.574], [2.892, -3.386, -2.313], [-0.742, -1.697, -5.388], [0.360, -1.907, -3.003], [3.393, -8.574, 1.413], [0.032, -1.873, 5.464], [-0.603, -0.404, 4.128], [-0.232, 0.921, 4.115], [-0.879, 1.464, 3.076], [-1.637, 0.586, 2.442], [-1.485, -0.566, 3.055], [0.426, 1.470, 4.757], [-0.885, 2.432, 2.776], [-1.994, -1.451, 2.729]], "forces_ev_per_a": [[1.41, -0.45, 0.51], [-0.02, -0.16, 0.01], [0.28, 0.11, 0.82], [0.13, 0.34, 0.18], [-0.04, 0.04, 0.01], [-0.06, -0.12, -0.33], [0.01, -0.42, -0.68], [0.05, -0.03, 0.04], [-0.99, 0.39, -0.10], [1.81, -1.27, 1.19], [-0.38, 1.08, -1.86], [-0.22, -0.03, 0.74], [-0.18, 0.65, -0.79], [0.29, -0.29, -0.03], [-0.08, 0.09, 0.19], [0.12, -0.08, -0.15], [-0.08, 0.39, 0.00], [0.27, -0.17, 0.19], [-0.59, -0.38, 1.18], [0.16, 0.74, -0.46], [0.50, -1.17, -1.35], [-0.18, 0.29, 1.03], [0.14, 0.31, -0.04], [0.06, 0.04, -0.08], [0.07, 0.06, 0.17], [0.01, 0.00, 0.23], [-0.09, -0.10, 0.18], [-0.19, -0.03, -0.33], [-0.09, 0.05, 0.01], [0.01, -0.03, -0.01], [-0.04, 0.11, 0.08], [-0.04, 0.08, 0.04], [-0.03, 0.01, 0.02], [-0.04, -0.01, -0.01], [-0.08, 0.07, 0.00], [-0.08, -0.08, 0.05], [-0.06, -0.11, -0.02], [-0.08, -0.10, -0.11], [-0.02, -0.03, 0.00], [0.00, -0.06, 0.05], [-0.08, 0.04, 0.09], [-0.07, -0.04, -0.12], [-0.08, -0.05, 0.06], [-0.06, -0.01, -0.13], [-0.09, -0.09, 0.03], [0.00, -0.03, 0.08], [0.08, 0.07, 0.03], [0.08, -0.05, 0.06], [0.07, 0.05, -0.07], [0.09, -0.01, -0.08], [1.19, 0.90, 0.81], [-0.94, -0.43, -0.74], [-0.25, 0.42, -0.57], [0.18, 0.10, -0.05], [0.13, -0.21, 0.19], [-0.40, 0.33, -0.54], [0.41, -0.67, 0.69], [-0.01, -0.33, 0.39], [-0.08, -0.01, 0.11], [0.00, 0.14, -0.01], [-0.11, 0.00, -0.08], [0.03, 0.01, 0.03], [-1.20, 0.26, -0.24], [-1.07, 0.14, -0.48], [0.48, -0.12, -0.27], [0.31, 0.61, 0.25], [0.38, -0.20, 0.38], [-0.82, -0.06, 0.27], [0.13, -0.53, -0.19], [0.00, -0.33, 0.00], [-0.01, 0.35, -0.01], [0.06, -0.06, 0.11], [0.12, 0.02, 0.07], [0.12, 0.11, 0.02], [-0.01, 0.09, 0.37], [0.25, -0.52, -0.49], [-0.10, 0.36, 0.14], [0.34, 0.18, 0.23], [0.13, -0.28, 0.06], [0.11, 0.68, -0.30], [-0.16, -0.07, -0.16], [-0.04, 0.04, 0.02], [0.26, -0.11, -0.21], [0.13, -0.45, -0.16], [-0.20, 0.43, -0.09], [0.14, -0.32, -0.13], [0.19, -0.06, 0.55], [0.14, -0.19, -0.30], [0.05, 0.11, 0.01], [-0.35, -0.21, -0.34], [0.21, 0.14, 0.20], [-0.03, 0.01, 0.00], [-0.08, -0.10, -0.07], [-0.09, 0.08, -0.13], [-0.21, -0.09, 0.02], [0.00, 0.14, -0.05], [0.00, 0.03, 0.09], [0.00, -0.17, 0.12], [0.09, 0.03, 0.20], [-0.43, -0.24, -0.37], [-0.04, 0.22, 0.03], [-0.09, -0.14, 0.04], [-0.19, 0.16, 0.01], [-0.23, 0.14, 0.06], [0.07, -0.06, 0.01], [-0.15, 0.32, -0.17], [0.23, -0.34, 0.55], [0.10, -0.22, 0.17], [0.28, 0.01, 0.21], [-0.59, 0.11, -0.98], [0.13, 0.01, 0.32], [0.08, 0.23, 0.11], [-0.01, 0.14, -0.05], [-0.12, -0.14, -0.16]], "lowdin_charge": [0.86, -0.02, -0.20, -0.06, -0.05, -0.03, -0.16, 0.00, -0.18, 0.21, -0.48, 0.03, -0.26, -0.01, -0.04, 0.01, -0.19, 0.12, -0.53, -0.02, 0.12, -0.25, -0.23, -0.04, -0.08, -0.13, -0.09, -0.22, -0.05, 0.08, 0.08, 0.09, 0.11, 0.11, 0.10, 0.08, 0.08, 0.08, 0.11, 0.11, 0.12, 0.07, 0.08, 0.05, 0.10, 0.08, 0.09, 0.07, 0.07, 0.07, -0.28, -0.26, -0.08, -0.09, -0.10, -0.12, -0.73, 0.57, 0.13, 0.10, 0.09, 0.09, -0.52, 1.39, -0.37, -0.34, -0.38, -0.48, -0.35, 0.65, -0.68, -0.09, 0.01, -0.19, -0.31, -0.07, -0.05, -0.11, -0.19, 0.09, -0.14, -0.12, -0.16, -0.30, -0.98, 0.62, 0.97, -0.38, -0.13, -0.59, 0.72, -0.14, 0.11, 0.13, 0.13, 0.13, 0.07, 0.09, 0.10, 0.09, 0.11, 0.12, 0.06, 0.09, 0.10, 0.80, -0.75, -0.16, 0.02, 0.04, -0.21, 0.12, 0.12, 0.11]}

***

{"formula": "C47H41N4O5PSSc", "method": "ωB97M-V/def2-TZVPD", "e_lumo_ha": 0.0747, "homo_ha": -0.1252, "relative_energy_kj_mol": 38.13, "charge": -1, "gap_ha": 0.1999, "elements": ["Sc", "O", "C", "C", "C", "C", "C", "C", "C", "O", "N", "N", "C", "C", "C", "C", "C", "C", "C", "O", "H", "H", "H", "H", "H", "H", "H", "H", "H", "H", "C", "C", "C", "C", "C", "C", "C", "S", "O", "O", "N", "C", "C", "C", "C", "C", "N", "H", "H", "H", "H", "H", "H", "H", "H", "H", "H", "H", "C", "C", "C", "C", "C", "C", "C", "P", "C", "C", "C", "C", "C", "C", "C", "C", "C", "C", "C", "C", "C", "C", "H", "H", "H", "H", "H", "H", "H", "H", "H", "H", "H", "H", "H", "H", "H", "H", "H", "H", "H", "H"], "positions_angstrom": [[0.582, -1.283, 1.059], [3.220, 1.220, 5.047], [2.114, 1.974, 4.974], [1.856, 2.899, 6.002], [0.802, 3.790, 5.935], [-0.083, 3.702, 4.889], [0.135, 2.743, 3.839], [1.190, 1.809, 3.869], [1.346, 0.761, 2.892], [0.369, 0.447, 2.129], [2.495, 0.029, 2.933], [2.509, -0.899, 1.919], [3.719, -1.416, 1.607], [3.912, -2.270, 0.499], [5.203, -2.827, 0.357], [5.614, -3.496, -0.783], [4.728, -3.573, -1.870], [3.422, -3.106, -1.776], [3.013, -2.449, -0.572], [1.785, -2.053, -0.381], [3.147, 0.574, 4.163], [2.671, 2.867, 6.749], [0.721, 4.520, 6.779], [-1.015, 4.277, 4.787], [-0.582, 2.686, 3.025], [4.536, -1.181, 2.286], [5.900, -2.812, 1.209], [6.656, -3.731, -0.884], [5.067, -4.086, -2.778], [2.739, -3.080, -2.646], [-1.432, -8.990, 0.349], [-1.226, -7.599, 0.875], [-2.316, -6.738, 1.194], [-2.070, -5.486, 1.744], [-0.758, -5.096, 1.913], [0.297, -5.809, 1.400], [0.072, -7.102, 0.937], [-0.403, -3.471, 2.624], [0.955, -3.060, 2.214], [-0.690, -3.521, 4.053], [-1.228, -2.416, 1.739], [-2.478, -1.856, 2.052], [-3.215, -2.396, 3.141], [-4.471, -1.866, 3.481], [-4.881, -0.798, 2.699], [-4.179, -0.485, 1.558], [-2.963, -0.943, 1.235], [-1.194, -8.962, -0.725], [-2.423, -9.354, 0.543], [-0.637, -9.554, 0.909], [-3.331, -7.033, 0.996], [-2.942, -4.989, 2.172], [1.302, -5.308, 1.406], [0.873, -7.740, 0.631], [-2.743, -3.094, 3.825], [-5.086, -2.241, 4.289], [-5.736, -0.200, 3.044], [-4.625, 0.191, 0.829], [-3.602, 2.004, -2.182], [-2.911, 2.726, -3.351], [-3.655, 3.028, -4.519], [-3.062, 3.713, -5.578], [-1.757, 4.183, -5.442], [-1.008, 3.960, -4.314], [-1.595, 3.263, -3.240], [-0.642, 2.820, -1.804], [0.401, 4.315, -1.630], [1.818, 4.147, -1.514], [2.618, 5.304, -1.248], [2.064, 6.596, -1.140], [0.665, 6.674, -1.176], [-0.177, 5.567, -1.458], [-1.620, 5.877, -1.593], [0.436, 1.559, -2.634], [1.202, 1.794, -3.790], [1.783, 0.784, -4.491], [1.569, -0.554, -4.106], [0.871, -0.842, -2.969], [0.251, 0.177, -2.165], [-0.504, -0.100, -1.009], [-3.623, 2.591, -1.219], [-3.096, 1.048, -2.018], [-4.642, 1.776, -2.374], [-4.713, 2.803, -4.627], [-3.590, 3.941, -6.480], [-1.321, 4.671, -6.339], [0.014, 4.325, -4.277], [2.302, 3.133, -1.582], [3.665, 5.186, -1.247], [2.764, 7.453, -1.114], [0.173, 7.667, -1.073], [-1.891, 6.299, -2.551], [-1.924, 6.567, -0.792], [-2.187, 4.942, -1.508], [1.432, 2.833, -4.038], [2.396, 1.039, -5.377], [2.150, -1.335, -4.553], [0.722, -1.843, -2.571], [-1.194, -0.924, -0.904], [-0.827, 0.714, -0.388]], "forces_ev_per_a": [[-0.61, 0.60, -2.63], [-0.64, -0.72, -1.30], [-0.42, -0.55, -0.72], [1.52, -0.66, -0.50], [0.42, 0.28, 1.51], [-0.82, -0.98, -2.30], [-0.11, 0.10, 1.21], [0.21, 2.21, 1.96], [1.23, -2.00, 0.28], [0.11, 0.26, -0.22], [-1.34, 1.64, -0.03], [3.52, -0.59, -0.64], [-3.86, 1.17, 1.55], [2.09, -0.75, -0.75], [0.41, -0.51, 0.20], [-0.49, 1.01, 0.22], [-0.54, -0.37, -0.16], [0.47, 0.56, 0.01], [-1.47, -0.14, 0.38], [0.21, -0.17, -0.53], [0.47, 0.81, 1.37], [-0.86, 0.46, -0.12], [-0.27, -0.60, -0.96], [0.75, 0.03, 0.29], [0.08, -0.02, 0.09], [0.07, 0.05, -0.19], [-0.31, 0.38, -0.39], [0.20, -0.55, -0.04], [-0.18, 0.35, 0.19], [0.40, -0.26, 0.77], [1.67, 0.41, 0.47], [-1.12, 1.21, -0.29], [1.56, -0.36, -0.17], [-0.85, -1.15, 0.63], [0.32, 1.66, 0.04], [1.45, 0.17, 0.12], [-0.71, 0.51, 0.35], [-1.35, 0.57, 0.28], [0.20, -1.30, 0.70], [0.57, -0.20, -1.38], [0.10, 0.49, 0.38], [-0.15, -1.90, 1.13], [-0.89, 0.47, 0.80], [1.76, 0.03, -0.84], [-1.17, 0.19, 0.52], [0.23, 0.85, -0.42], [-0.53, -0.27, -0.06], [-0.20, -0.44, 0.31], [-0.31, -0.34, 0.01], [-1.00, -0.23, -0.84], [-0.23, -0.29, 0.15], [0.49, 0.50, -0.32], [-1.00, -0.84, 0.02], [0.52, -0.16, -0.19], [-0.21, -0.11, -0.41], [0.30, 0.05, 0.14], [0.09, -0.39, -0.71], [0.24, 0.21, 0.23], [0.53, 0.42, 0.35], [-0.59, 1.26, -0.07], [0.53, 0.19, 0.00], [0.50, 0.02, 1.13], [0.10, 0.17, -1.71], [-0.80, -0.18, 0.37], [-0.97, -0.49, -1.36], [1.10, -0.44, 0.64], [1.40, -1.06, -0.06], [0.07, 1.37, 0.68], [-1.78, -0.81, -0.80], [-0.17, -1.14, -0.20], [0.03, 0.69, -0.42], [1.73, 1.50, 0.28], [-0.81, -0.74, 0.74], [-0.30, -1.40, 0.55], [-0.23, 0.87, 1.37], [0.63, -0.47, -1.35], [0.59, 0.64, 0.61], [-1.11, 0.30, 0.86], [0.33, 1.49, -1.27], [0.43, -0.86, 2.00], [0.47, -0.52, -0.99], [0.03, 0.13, 0.35], [-0.26, 0.02, -0.51], [0.14, -0.40, 0.30], [-0.40, -0.02, -0.32], [-0.12, -0.16, 0.80], [-0.22, -0.02, 0.23], [-0.71, 1.25, -0.04], [1.13, -0.11, 0.15], [-0.85, -0.44, 0.31], [0.41, -0.75, -0.07], [0.09, 0.19, -0.33], [-0.04, -0.19, -0.29], [-0.20, 0.36, 0.17], [-0.16, -0.31, -0.22], [-0.32, -0.34, 0.61], [-0.03, -0.41, -0.61], [0.28, 0.02, -0.39], [-0.12, -0.49, -0.56], [-0.32, 0.46, -0.11]], "lowdin_charge": [1.03, -0.01, -0.28, -0.04, -0.12, -0.11, 0.00, -0.08, -0.39, -0.09, 0.03, -0.07, 0.00, -0.16, -0.06, -0.12, -0.09, 0.00, -0.31, -0.16, 0.09, 0.12, 0.11, 0.10, 0.11, 0.13, 0.11, 0.08, 0.10, 0.11, -0.06, -0.28, -0.02, -0.05, -0.26, -0.04, -0.04, 0.68, -0.37, -0.29, -0.18, -0.38, -0.03, -0.07, -0.11, -0.14, 0.14, 0.09, 0.07, 0.10, 0.10, 0.12, 0.14, 0.11, 0.08, 0.10, 0.10, 0.10, -0.08, -0.24, -0.05, -0.10, -0.11, -0.10, -0.36, 1.11, -0.34, -0.06, -0.10, -0.10, -0.07, -0.30, -0.07, -0.29, -0.15, -0.13, -0.11, -0.08, -0.31, -0.20, 0.08, 0.07, 0.06, 0.10, 0.08, 0.11, 0.10, 0.12, 0.07, 0.10, 0.11, 0.08, 0.09, 0.05, 0.09, 0.09, 0.08, 0.09, 0.02, -0.02]}